Computed, not measured: the ion C21H38O3P with charge +1 at a distorted geometry, with ωB97M-V/def2-TZVPD.

ORCA input file:
```
! wB97M-V def2-TZVPD RIJCOSX def2/J DEFGRID3
* xyz 1 1
C -0.141 6.400 -1.796
C -0.266 5.904 -0.365
C -0.078 4.433 -0.234
C -0.205 3.988 1.222
O -0.197 2.592 1.251
P 0.776 1.292 1.087
O 1.563 0.493 2.246
C 2.818 0.602 3.031
C 3.811 -0.515 2.734
C 4.585 -0.884 3.986
C 5.402 0.299 4.548
O 1.506 1.050 -0.292
C 2.848 1.274 -0.980
C 3.164 0.005 -1.773
C 4.494 0.139 -2.517
C 4.869 -1.075 -3.381
H -0.164 7.496 -1.833
H 0.792 6.080 -2.301
H -0.991 6.004 -2.371
H 0.464 6.399 0.280
H -1.244 6.151 0.063
H -0.827 3.835 -0.804
H 0.907 4.190 -0.650
H 0.636 4.329 1.839
H -1.179 4.270 1.658
H 3.264 1.579 2.883
H 2.481 0.567 4.083
H 3.292 -1.424 2.346
H 4.485 -0.160 1.902
H 3.915 -1.337 4.714
H 5.288 -1.652 3.711
H 5.977 -0.037 5.403
H 6.075 0.743 3.837
H 4.713 1.095 4.804
H 2.757 2.195 -1.575
H 3.587 1.421 -0.206
H 3.217 -0.886 -1.085
H 2.323 -0.125 -2.491
H 4.414 1.001 -3.176
H 5.277 0.376 -1.789
H 5.833 -0.871 -3.916
H 5.009 -1.944 -2.740
H 4.134 -1.270 -4.166
C -1.747 1.013 0.243
C -0.723 0.331 1.056
C -1.159 0.281 2.499
C -0.396 -1.065 0.444
C 0.382 -1.961 1.131
C 0.693 -3.225 0.623
C 0.208 -3.647 -0.610
C -0.706 -2.785 -1.245
C -0.999 -1.489 -0.755
H -1.299 1.486 -0.665
H -2.514 0.308 -0.138
H -2.335 1.709 0.778
H -0.535 -0.275 3.168
H -1.290 1.293 2.869
H -2.145 -0.194 2.510
H 0.768 -1.703 2.146
H 1.379 -3.843 1.130
H 0.426 -4.637 -1.006
H -1.176 -3.129 -2.150
H -1.682 -0.927 -1.380
*
```

Summary:
E_HOMO	-11.8024	eV
electronic energy	-37818.7863	eV
orbital gap	8.41	eV
lowest unoccupied orbital energy	-3.39	eV

natural (NBO) atomic charge list, values in e, 8 entries:
1. C -0.603
2. C -0.402
3. C -0.415
4. C -0.047
5. O -0.781
6. P 2.434
7. O -0.805
8. C -0.049